[1]
Density functional theory data (ωB97M-V/def2-TZVPD) for 2 unconnected molecules or ions with the total composition C4H11NO2 in a non-equilibrium geometry.

Cartesian coordinates (Å):
O 0.772 1.806 1.339
O -0.332 0.488 2.711
N 1.833 -1.704 -0.971
C -0.478 -1.751 -1.996
C -0.208 1.655 2.029
C 0.934 -1.203 -2.019
C -1.469 2.451 2.033
H 0.829 -0.103 -2.043
H -1.025 -1.413 -1.103
H -1.207 3.511 1.966
H 0.450 -0.031 2.613
H -2.070 2.314 1.136
H 1.471 -1.410 -2.954
H -1.973 2.235 2.967
H -0.490 -2.840 -2.031
H 2.615 -1.072 -0.809
H -1.049 -1.324 -2.819
H 1.397 -1.610 -0.049

The calculation puts the HOMO-LUMO gap at 9.88 eV. The total charge is 0. For the LUMO energy, the calculation gives 0.60 eV. The structure (SMILES) is CC(=O)O.CCN. As for the relative energy (zero: lowest compared OMol25 entry of this formula, charge and spin): 0.757 eV. As for the highest occupied orbital energy: -9.28 eV.

These are the natural (NBO) partial charges, in e, on atoms 1 to 4: -0.594, -0.693, -0.828, -0.615

---

[2]
Density functional theory data (ωB97M-V/def2-TZVPD) for 4 unconnected molecules or ions with the total composition C47H90F2N3O15S2 in a non-equilibrium geometry.

Cartesian coordinates (Å):
S -3.452 0.282 0.535
S -6.031 2.534 1.495
F -3.293 2.005 -5.475
F -1.920 -0.297 0.178
O -6.186 3.048 2.878
O -4.372 -0.732 0.005
O 0.098 -1.077 9.403
O -4.723 -2.073 -3.071
O 7.548 -0.374 -0.991
O 3.014 -4.382 2.339
O 5.801 -0.807 1.541
O 3.806 -2.976 -7.171
O -6.475 1.138 1.421
O -3.681 0.312 1.995
O -1.990 1.199 9.734
O 2.694 -7.352 1.489
O 8.720 0.994 1.533
O 0.480 -4.879 0.622
O -1.883 0.065 6.849
N -4.531 1.637 -2.688
N -0.732 4.582 -3.179
N -2.530 2.675 -0.698
C 7.544 -1.419 -0.019
C -0.429 5.931 -3.286
C 0.277 1.586 1.134
C 10.013 1.172 2.078
C -4.948 1.931 -1.264
C -2.328 6.954 -1.885
C -5.511 3.097 -6.385
C 1.404 -1.346 9.878
C -1.091 7.113 -2.707
C -4.313 2.886 0.998
C 1.416 -3.809 0.566
C 3.096 -6.807 2.739
C 6.152 -1.727 0.516
C 5.163 -2.503 -7.072
C -2.695 5.511 -1.751
C -1.987 1.415 7.286
C -3.508 3.099 -4.596
C -1.136 1.881 -2.485
C -2.309 2.915 -2.165
C -4.083 0.252 -2.960
C -2.833 -0.242 5.848
C -5.344 -0.760 -2.974
C 2.386 -5.485 2.992
C -0.653 1.605 -3.955
C -0.815 -0.833 10.466
C -2.096 -0.211 9.930
C -0.971 0.119 -4.522
C 7.381 0.946 -0.479
C 4.418 -0.847 1.835
C -1.236 1.608 8.595
C -4.927 3.750 -5.059
C 0.174 -0.473 3.039
C 2.868 -1.865 -7.046
C 1.554 -2.434 -6.345
C -0.854 -4.413 0.637
C -1.571 3.260 0.220
C -3.705 2.008 -0.242
C 8.633 1.482 0.200
C 3.552 -8.395 1.066
C 0.351 -1.360 -6.322
C 2.808 -4.300 0.930
C 0.339 -0.731 -4.843
C -1.877 4.462 -2.405
C -1.041 2.461 1.482
C -6.240 -0.600 -4.282
C -3.631 2.773 -3.055
C 0.283 0.424 2.209
H -4.794 4.876 -5.199
H -0.667 8.138 -2.887
H 10.749 0.591 1.511
H -0.255 1.128 8.577
H -0.586 3.575 -0.272
H 1.421 -3.424 -0.463
H -3.649 0.084 -4.000
H 1.401 -2.221 10.536
H 1.803 -0.477 10.409
H -2.909 7.780 -1.395
H 5.484 -2.262 -6.012
H -1.467 0.882 -2.038
H 0.485 6.145 -3.930
H -5.729 3.643 -4.257
H 7.904 -2.306 -0.548
H 1.316 -0.181 -4.705
H 1.202 2.201 1.370
H 3.173 -8.786 0.122
H -0.213 2.156 -1.871
H 2.457 -5.264 4.061
H -6.495 3.637 -6.601
H 5.425 -1.674 -0.303
H -0.898 2.406 -4.728
H 3.569 -9.204 1.804
H 2.821 -7.524 3.523
H 5.823 -3.367 -7.421
H -6.923 -1.514 -4.308
H -5.100 -2.568 -3.822
H 1.273 -3.380 -6.918
H 8.253 -1.215 0.785
H 0.492 1.618 -3.944
H -1.068 2.680 8.732
H -0.629 3.265 2.187
H 4.565 -8.012 0.903
H -3.849 -0.147 6.246
H -1.542 2.053 6.511
H 8.583 2.577 0.247
H 6.142 -2.734 0.950
H 4.122 -1.851 2.157
H -0.265 -1.036 3.912
H -1.041 -3.820 1.539
H -2.704 0.412 4.979
H -4.868 3.235 -7.301
H 9.519 1.182 -0.371
H -0.610 -1.906 -6.562
H -1.516 -5.280 0.652
H 2.042 -1.552 9.019
H -5.696 1.131 -0.985
H -1.588 -0.493 -3.792
H -3.669 2.862 1.919
H -1.987 4.256 0.617
H -2.874 -0.337 10.689
H -1.047 -1.797 10.938
H -0.363 -0.164 11.206
H -5.919 -0.769 -2.004
H 1.873 -2.737 -5.295
H -1.795 1.903 2.098
H 10.290 2.231 2.082
H -5.568 2.891 -1.238
H -5.576 -0.615 -5.211
H 0.263 1.186 0.080
H 7.179 1.570 -1.354
H -5.764 2.016 -6.179
H -1.067 -3.818 -0.258
H -2.746 3.886 -4.867
H 5.379 -1.640 -7.779
H -3.588 5.170 -1.142
H 4.221 -0.145 2.645
H -3.040 1.688 7.422
H 1.324 -5.538 2.745
H 3.834 -0.543 0.959
H -1.556 0.199 -5.495
H -3.319 -0.185 -2.257
H -4.279 3.964 0.615
H -2.446 -0.711 9.025
H 6.505 1.010 0.171
H 3.369 -1.103 -6.375
H -6.910 3.300 0.718
H -4.257 3.676 -2.717
H -5.405 1.779 -3.240
H 4.180 -6.649 2.752
H 0.361 -1.623 -4.131
H 10.002 0.805 3.105
H 1.116 -3.008 1.253
H 3.051 -5.244 0.439
H 3.530 -3.558 0.577
H -6.875 0.333 -4.218
H 2.681 -1.473 -8.094
H -2.680 -1.277 5.539
H 0.570 -0.589 -7.122

The calculation puts the HOMO-LUMO gap at 7.00 eV. The total charge is +1. For the LUMO energy, the calculation gives -3.35 eV. As for the highest occupied orbital energy: -10.34 eV.

These are the Löwdin partial charges, in e, on atoms 1 to 4: 0.798, 0.711, -0.041, -0.187

---

Calculated total energy, record by record: -364.24037, -4132.97530 Ha